A 9-piece molecular cluster, C18H53O9 overall, computed with ωB97M-V/def2-TZVPD.

Geometry as ORCA input:
```
! RIJCOSX wB97M-V def2-TZVPD def2/J DEFGRID3
* xyz -1 1
C -23.247 22.353 -21.823
C -24.046 21.053 -22.121
O -25.237 21.252 -22.840
H -22.476 22.047 -21.116
H -23.840 23.168 -21.409
H -22.695 22.754 -22.673
H -24.142 20.596 -21.136
H -23.368 20.372 -22.635
C -21.457 18.243 -20.211
C -21.819 17.702 -18.846
O -21.261 16.471 -18.681
H -22.152 19.040 -20.474
H -21.394 17.487 -20.994
H -20.521 18.796 -20.288
H -22.871 17.503 -18.645
H -21.453 18.348 -18.048
H -21.508 16.208 -17.792
C -24.810 18.581 -26.028
C -24.636 17.983 -24.644
O -25.594 18.427 -23.786
H -24.052 18.299 -26.758
H -24.811 19.670 -25.989
H -25.764 18.245 -26.435
H -23.641 18.251 -24.290
H -24.760 16.900 -24.657
H -25.375 19.286 -23.417
C -29.083 20.088 -19.415
C -27.704 20.015 -20.091
O -27.579 21.124 -20.968
H -29.129 21.023 -18.857
H -29.242 19.229 -18.764
H -29.806 20.089 -20.231
H -27.578 19.093 -20.658
H -26.922 20.081 -19.334
H -26.821 21.043 -21.552
C -22.458 21.906 -25.865
C -23.579 22.940 -25.817
O -24.767 22.253 -25.530
H -22.672 21.006 -26.441
H -22.169 21.580 -24.866
H -21.580 22.377 -26.308
H -23.658 23.278 -26.850
H -23.461 23.797 -25.153
H -24.721 21.966 -24.615
C -29.670 19.956 -24.926
C -28.312 19.934 -24.354
O -27.849 21.254 -24.074
H -29.775 20.350 -25.937
H -30.330 20.502 -24.252
H -30.108 18.963 -25.025
H -27.704 19.432 -25.107
H -28.211 19.364 -23.430
H -26.976 21.233 -23.677
C -27.180 25.646 -21.520
C -25.997 24.710 -21.812
O -26.298 24.019 -23.002
H -27.145 26.496 -22.202
H -27.022 25.959 -20.487
H -28.145 25.140 -21.540
H -25.884 24.065 -20.940
H -25.062 25.259 -21.925
H -25.927 23.141 -22.881
C -21.748 24.047 -19.141
C -20.861 23.869 -17.900
O -19.898 24.889 -17.921
H -22.639 23.430 -19.022
H -21.123 23.820 -20.004
H -21.985 25.102 -19.279
H -20.397 22.885 -17.830
H -21.472 23.928 -17.000
H -19.270 24.696 -18.621
C -19.703 21.162 -21.874
C -19.400 22.394 -22.746
O -18.083 22.809 -22.572
H -20.714 20.772 -21.985
H -19.618 21.514 -20.846
H -18.978 20.364 -22.036
H -19.985 23.192 -22.289
H -19.766 22.215 -23.757
H -17.497 22.083 -22.800
*
```

Properties
**E_HOMO**: -5.4 eV
**Orbital gap**: 7.690 eV
**Total energy**: -37951.6695 eV
**Energy relative to the best compared isomer or geometry (same formula, charge and spin)**: 0.0 kJ/mol



One molecule with the formula C5H10O, computed with ωB97M-V/def2-TZVPD.

Geometry as ORCA input:
```
! RIJCOSX wB97M-V def2-TZVPD def2/J DEFGRID3
* xyz 0 1
C 0.265 -0.310 -1.682
C 0.455 0.038 -0.201
C 1.407 -0.957 0.468
C -0.910 -0.006 0.483
O -1.532 -1.046 0.544
C -1.446 1.279 1.073
H -0.399 0.400 -2.188
H -0.178 -1.307 -1.767
H 1.228 -0.309 -2.205
H 0.865 1.052 -0.115
H 0.970 -1.960 0.441
H 1.598 -0.696 1.516
H 2.367 -0.979 -0.058
H -0.869 1.524 1.973
H -1.325 2.117 0.377
H -2.497 1.159 1.342
*
```

Properties
**E_HOMO**: -9.5 eV
**Structure (SMILES)**: CC(=O)C(C)C
**Orbital gap**: 10.524 eV
**Total energy**: -7394.7484 eV
**Energy relative to the best compared isomer or geometry (same formula, charge and spin)**: 1.6 kJ/mol



One molecule with the formula C2H3NO2S, computed with ωB97M-V/def2-TZVPD.

Geometry as ORCA input:
```
! RIJCOSX wB97M-V def2-TZVPD def2/J DEFGRID3
* xyz 0 1
C 1.875 0.317 -0.044
C -1.964 -0.458 -0.132
H 2.377 1.360 -0.493
H -0.227 0.963 0.511
H -2.760 -1.248 0.134
N 0.410 0.234 0.535
O 2.833 -0.566 -0.245
O -2.144 0.688 -0.269
S -0.400 -1.290 0.002
*
```

Properties
**E_HOMO**: -9.6 eV
**Structure (SMILES)**: O=CNSC=O
**Orbital gap**: 9.448 eV
**Total energy**: -18539.8125 eV
**Energy relative to the best compared isomer or geometry (same formula, charge and spin)**: 351.2 kJ/mol



An isolated ion of composition C2H4N and charge +1, computed with ωB97M-V/def2-TZVPD.

Geometry as ORCA input:
```
! RIJCOSX wB97M-V def2-TZVPD def2/J DEFGRID3
* xyz 1 1
C 0.737 -1.521 0.500
C 0.178 -0.586 0.014
N -0.400 0.942 -0.382
H 1.059 -2.367 1.121
H 0.405 1.447 -0.549
H -0.933 0.972 0.519
H -1.046 1.113 -1.224
*
```

Properties
**E_HOMO**: -16.7 eV
**Structure (SMILES)**: C#C[NH3+]
**Orbital gap**: 11.440 eV
**Total energy**: -3617.4252 eV
**Energy relative to the best compared isomer or geometry (same formula, charge and spin)**: 202.7 kJ/mol



C4H5O6Yb as an isolated structure, computed with ωB97M-V/def2-TZVPD.

Geometry as ORCA input:
```
! RIJCOSX wB97M-V def2-TZVPD def2/J DEFGRID3
* xyz 2 2
O 1.944 1.226 0.184
C 1.096 1.480 -0.719
O 1.148 2.588 -1.329
O 0.188 0.615 -1.117
Yb 3.156 3.381 -0.289
C 0.981 -1.340 -0.750
C -0.344 -0.702 -0.490
H 1.197 -1.455 -1.818
H 1.706 -1.204 0.057
H -1.186 -0.939 -1.142
O -0.624 -0.509 0.876
C -1.896 -0.286 1.212
O -2.825 -0.185 0.453
O -1.959 -0.210 2.531
H -2.882 -0.151 2.810
H 0.299 -2.308 -0.470
*
```

Properties
**E_HOMO (alpha / beta)**: -17.7 / -17.6 eV
**Orbital gap (alpha / beta)**: 8.630 / 5.400 eV
**⟨S²⟩**: 0.7565
**Total energy**: -48023.6284 eV
**Energy relative to the best compared isomer or geometry (same formula, charge and spin)**: 54.1 kJ/mol



One molecule with the formula C3H8NOP, computed with ωB97M-V/def2-TZVPD.

Geometry as ORCA input:
```
! RIJCOSX wB97M-V def2-TZVPD def2/J DEFGRID3
* xyz 0 1
C 0.166 0.551 -0.790
C -1.193 -0.034 -0.382
C 1.319 -0.057 -0.126
N -1.203 -0.325 1.014
O 2.219 0.815 0.343
P 0.074 -1.311 1.676
H 0.161 0.540 -1.956
H 0.149 1.589 -0.313
H -2.004 0.648 -0.730
H -1.303 -0.964 -0.972
H 1.925 -0.792 -0.661
H -1.806 0.185 1.608
H 1.715 1.653 0.472
H -0.219 -2.497 0.815
*
```

Properties
**E_HOMO**: -7.7 eV
**Orbital gap**: 8.301 eV
**Total energy**: -16064.7227 eV
**Energy relative to the best compared isomer or geometry (same formula, charge and spin)**: 224.9 kJ/mol



C16H13F5O4S as an isolated structure, computed with ωB97M-V/def2-TZVPD.

Geometry as ORCA input:
```
! RIJCOSX wB97M-V def2-TZVPD def2/J DEFGRID3
* xyz 0 1
O 3.533 4.157 -0.137
S 2.479 3.239 -0.474
O 1.102 3.676 -0.377
O 2.648 2.007 0.650
C 1.793 1.001 0.039
C 1.983 1.016 -1.538
C 0.683 1.065 -2.463
F 0.802 0.081 -3.468
F 0.660 2.281 -3.151
C -0.646 0.792 -1.706
C -0.805 -0.520 -1.052
C -2.016 -0.813 -0.291
C -3.041 0.236 -0.241
C -2.885 1.541 -0.905
C -3.982 2.629 -0.797
F -5.062 2.189 -0.056
F -4.433 3.105 -1.996
F -3.465 3.716 -0.093
C -1.670 1.837 -1.673
O 2.746 2.232 -1.770
H 0.791 1.242 0.477
H 1.984 -0.065 0.332
H 2.476 0.054 -1.852
H 0.051 -1.234 -1.149
H -2.087 -1.803 0.209
H -3.962 0.017 0.347
H -1.521 2.803 -2.208
C 0.124 -2.306 2.918
C -0.294 -3.513 2.370
C 0.567 -4.245 1.560
C 1.850 -3.774 1.305
C 2.269 -2.568 1.856
C 1.405 -1.832 2.659
H -0.548 -1.734 3.547
H -1.292 -3.884 2.574
H 0.238 -5.183 1.127
H 2.522 -4.347 0.677
H 3.271 -2.202 1.659
H 1.731 -0.890 3.085
*
```

Properties
**E_HOMO**: -10.0 eV
**Orbital gap**: 9.863 eV
**Total energy**: -49413.3518 eV
**Energy relative to the best compared isomer or geometry (same formula, charge and spin)**: 218.2 kJ/mol



C20H15BiBrN3O3S2 as an isolated structure, computed with ωB97M-V/def2-TZVPD.

Geometry as ORCA input:
```
! RIJCOSX wB97M-V def2-TZVPD def2/J DEFGRID3
* xyz 0 1
Bi -0.352 -0.359 1.005
O -4.167 1.337 0.784
C -3.117 0.892 0.289
N -1.893 1.494 0.211
C -1.930 2.856 0.053
O -2.966 3.428 -0.277
C -0.708 3.693 0.036
C -0.846 5.070 -0.319
C 0.284 5.869 -0.397
C 1.535 5.325 -0.069
C 1.593 4.002 0.266
N 0.515 3.212 0.355
C -3.200 -0.540 -0.161
C -4.443 -1.191 -0.301
C -4.465 -2.513 -0.740
C -3.264 -3.216 -0.978
C -2.074 -2.542 -0.816
N -2.083 -1.254 -0.410
H -1.854 5.466 -0.497
H 0.156 6.868 -0.758
H 2.395 5.916 -0.113
H 2.556 3.554 0.532
H -5.389 -0.698 0.004
H -5.417 -2.982 -0.952
H -3.284 -4.210 -1.346
H -1.134 -3.014 -0.985
Br 6.162 0.597 -0.903
C 4.413 0.221 -0.421
C 3.734 1.060 0.498
C 2.371 0.808 0.745
C 1.699 -0.167 0.061
C 2.359 -1.029 -0.787
C 3.716 -0.819 -1.064
H 4.282 1.821 1.037
H 1.854 1.539 1.366
H 1.887 -1.918 -1.192
H 4.277 -1.493 -1.716
C 0.461 -5.579 0.503
O 1.579 -4.620 0.669
C 1.466 -3.549 1.491
S 2.812 -2.821 2.068
S -0.140 -3.057 1.863
H 0.931 -6.474 0.107
H -0.273 -5.198 -0.225
H -0.036 -5.784 1.482
*
```

Properties
**E_HOMO**: -7.9 eV
**Orbital gap**: 6.802 eV
**Total energy**: -129146.9063 eV
**Energy relative to the best compared isomer or geometry (same formula, charge and spin)**: 198.5 kJ/mol



Which of these has the highest total energy?
C2H4N



Please write out number 8 again, unchanged.
C20H15BiBrN3O3S2 as an isolated structure, computed with ωB97M-V/def2-TZVPD.

Geometry as ORCA input:
```
! RIJCOSX wB97M-V def2-TZVPD def2/J DEFGRID3
* xyz 0 1
Bi -0.352 -0.359 1.005
O -4.167 1.337 0.784
C -3.117 0.892 0.289
N -1.893 1.494 0.211
C -1.930 2.856 0.053
O -2.966 3.428 -0.277
C -0.708 3.693 0.036
C -0.846 5.070 -0.319
C 0.284 5.869 -0.397
C 1.535 5.325 -0.069
C 1.593 4.002 0.266
N 0.515 3.212 0.355
C -3.200 -0.540 -0.161
C -4.443 -1.191 -0.301
C -4.465 -2.513 -0.740
C -3.264 -3.216 -0.978
C -2.074 -2.542 -0.816
N -2.083 -1.254 -0.410
H -1.854 5.466 -0.497
H 0.156 6.868 -0.758
H 2.395 5.916 -0.113
H 2.556 3.554 0.532
H -5.389 -0.698 0.004
H -5.417 -2.982 -0.952
H -3.284 -4.210 -1.346
H -1.134 -3.014 -0.985
Br 6.162 0.597 -0.903
C 4.413 0.221 -0.421
C 3.734 1.060 0.498
C 2.371 0.808 0.745
C 1.699 -0.167 0.061
C 2.359 -1.029 -0.787
C 3.716 -0.819 -1.064
H 4.282 1.821 1.037
H 1.854 1.539 1.366
H 1.887 -1.918 -1.192
H 4.277 -1.493 -1.716
C 0.461 -5.579 0.503
O 1.579 -4.620 0.669
C 1.466 -3.549 1.491
S 2.812 -2.821 2.068
S -0.140 -3.057 1.863
H 0.931 -6.474 0.107
H -0.273 -5.198 -0.225
H -0.036 -5.784 1.482
*
```

Properties
**E_HOMO**: -7.9 eV
**Orbital gap**: 6.802 eV
**Total energy**: -129146.9063 eV
**Energy relative to the best compared isomer or geometry (same formula, charge and spin)**: 198.5 kJ/mol